No. 1
This record from the Open Molecules 2025 dataset describes a cluster of 2 separate species, C3H3F2NO2 in total. The level of theory is wB97M-V/def2-TZVPD.

The geometry in ORCA input format:
```
! wB97M-V def2-TZVPD RIJCOSX def2/J DEFGRID3
* xyz 0 3
C 0.9713 -2.0589 -0.6455
C -0.8169 0.6382 -0.5051
C 0.3996 0.2544 0.3567
N 1.3276 -3.1156 -0.6381
O -1.8615 -0.1557 -0.2963
O 1.4956 0.9062 0.2322
F -1.1994 1.8886 -0.1474
F 0.0921 -0.0923 1.6719
H -0.4454 0.7960 -1.5843
H -1.8651 -0.5258 0.5828
H 1.9020 1.4651 0.9731
*
```

For the frontier orbital gap (spin up / spin down), the calculation gives 8.648 / 7.815 eV.

No. 2
This record from the Open Molecules 2025 dataset describes a cluster of 2 separate species, C3H3F2NS in total. The level of theory is wB97M-V/def2-TZVPD.

The geometry in ORCA input format:
```
! wB97M-V def2-TZVPD RIJCOSX def2/J DEFGRID3
* xyz 0 1
C 1.5633 0.0697 -1.3307
C -2.3821 -0.5878 1.5351
C 1.7283 1.0090 -0.4060
N 1.3282 -0.6372 -2.2491
F 0.7615 1.5688 0.3937
F 2.9302 1.6192 -0.2250
S -3.0822 0.8989 1.4102
H -2.3987 -1.3650 2.3068
H -1.7304 -0.8773 0.6711
H 1.2820 -1.6984 -2.1061
*
```

For the frontier orbital gap, the calculation gives 8.391 eV. Its SMILES is N=C=C(F)F.C=S. The value obtained for the energy relative to the best compared isomer or geometry (same formula, charge and spin) is 71.7 kcal per mole.

No. 3
This record from the Open Molecules 2025 dataset describes the molecule C3H3F4NO3. The level of theory is wB97M-V/def2-TZVPD.

The geometry in ORCA input format:
```
! wB97M-V def2-TZVPD RIJCOSX def2/J DEFGRID3
* xyz 0 3
C 1.3696 -0.1964 -0.1012
C -0.2057 -0.0926 -0.4082
C -1.2529 -1.1442 0.1117
N -0.5835 1.2091 0.2634
O -0.4883 1.2435 1.4667
O -0.7755 2.2027 -0.4312
O 1.9800 1.0355 -0.3276
F -0.3940 0.1345 -1.7144
F -1.0080 -1.5330 1.4046
F -1.0623 -2.2571 -0.5964
F -2.5195 -0.7925 0.0676
H 1.7171 -0.9281 -0.7584
H 1.4827 -0.6424 0.8158
H 1.7404 1.7610 0.2075
*
```

For the frontier orbital gap (spin up / spin down), the calculation gives 8.781 / 5.925 eV.

No. 4
This record from the Open Molecules 2025 dataset describes a structure of composition C3H3FI2O. The level of theory is wB97M-V/def2-TZVPD.

The geometry in ORCA input format:
```
! wB97M-V def2-TZVPD RIJCOSX def2/J DEFGRID3
* xyz 0 1
C 1.1894 0.7068 0.0118
C 1.2066 -0.5414 -0.5514
C -1.4534 -0.1989 0.4734
O 0.6085 1.7149 -0.4989
F -1.4327 -0.2828 1.8031
I -2.4384 -1.8437 -0.3937
I -1.7943 1.6910 -0.2362
H 1.6752 0.8291 0.9881
H 1.7139 -1.3674 -0.0922
H 0.7252 -0.7075 -1.5039
*
```

For the frontier orbital gap (spin up / spin down), the calculation gives 7.482 / 6.920 eV. The value obtained for the energy relative to the best compared isomer or geometry (same formula, charge and spin) is 68.1 kcal per mole.

No. 5
This record from the Open Molecules 2025 dataset describes a structure of composition C3H3FLuO2. The level of theory is wB97M-V/def2-TZVPD.

The geometry in ORCA input format:
```
! wB97M-V def2-TZVPD RIJCOSX def2/J DEFGRID3
* xyz 2 2
H -1.2525 0.3084 0.1911
H -0.5167 0.8849 -1.4304
O 1.1658 1.2053 -0.2553
O 1.0624 -0.5623 1.0186
C -0.2676 1.0664 -0.3811
C -0.2663 -0.7411 0.6591
C 1.8545 0.3495 0.4371
H -0.6882 2.0085 -0.0186
F -0.5309 -0.8995 -0.6801
Lu -0.5606 -3.6201 0.4595
*
```

For the frontier orbital gap (spin up / spin down), the calculation gives 6.653 / 5.389 eV. The value obtained for the energy relative to the best compared isomer or geometry (same formula, charge and spin) is 181.4 kcal per mole.

No. 6
This record from the Open Molecules 2025 dataset describes a structure of composition C3H3FMgO3. The level of theory is wB97M-V/def2-TZVPD.

The geometry in ORCA input format:
```
! wB97M-V def2-TZVPD RIJCOSX def2/J DEFGRID3
* xyz 2 1
H -0.6220 -1.7633 0.1729
O 1.2441 -0.7097 -0.2969
O -0.2564 0.8591 -0.3942
O 1.9255 1.3571 0.0851
C -0.7960 -0.8229 -0.3540
C -1.2996 0.2526 0.5236
C 1.0670 0.5377 -0.2276
H -1.3362 -1.0124 -1.2829
F -2.4634 0.7688 0.2086
H -1.0427 0.3307 1.5822
Mg 3.5797 0.2023 -0.0167
*
```

For the frontier orbital gap, the calculation gives 7.697 eV. The value obtained for the energy relative to the best compared isomer or geometry (same formula, charge and spin) is 82.2 kcal per mole.